Density functional theory data (wB97M-V/def2-TZVPD) for a molecular structure, C20H54F4O10S8.

Structure (XYZ):
```
96
Properties=species:S:1:pos:R:3:mulliken_charge:R:1
F 1.22330 -35.96286 16.28860 -0.7537
C -1.83072 -34.69439 18.96446 0.5418
O -0.99531 -35.50171 18.11950 0.3324
O -1.34639 -33.43583 18.60096 -0.9041
C -3.39618 -35.15213 18.81328 0.6345
F -4.16116 -34.08951 18.87246 -0.2602
F -3.68421 -35.72016 17.62981 -0.5217
F -3.86727 -35.94946 19.79401 -0.2019
C -0.86966 -36.88919 18.43543 1.4312
C 0.27634 -37.48049 17.58178 -0.3189
H 0.01850 -37.42219 16.52432 -1.4579
H 1.27426 -37.07630 17.75179 1.8769
H 0.31830 -38.56502 17.68243 0.0959
H -1.75977 -37.40981 18.08223 -3.0413
H -0.70728 -37.07858 19.49650 -1.5260
H -1.58756 -34.92879 20.00081 -0.1060
C -3.22823 -34.90124 15.42283 -0.8722
S -1.79872 -35.95564 14.86835 -0.2116
O -0.63960 -35.44173 15.71379 0.1526
C -2.34479 -37.51274 15.72022 -1.1439
H -3.53175 -35.11896 16.44683 -0.2091
H -3.98047 -35.11430 14.66332 1.1195
H -2.90855 -33.89875 15.13837 0.0983
H -3.39913 -37.72049 15.53775 1.0330
H -2.06673 -37.44638 16.77206 1.2674
H -1.70950 -38.34157 15.40790 1.1964
C -2.69059 -31.96979 18.08612 -1.5286
S -2.34668 -32.35480 16.30424 -0.2826
O -1.39077 -33.50388 16.28190 -0.0657
C -4.04355 -32.96537 15.76206 -0.9167
H -1.88720 -31.33400 18.45816 0.5035
H -2.77338 -32.92922 18.59675 1.1607
H -3.68161 -31.51807 18.12996 0.4851
H -3.98936 -33.24790 14.71071 0.4506
H -4.73841 -32.13481 15.88632 0.5425
H -4.49190 -33.74362 16.37964 0.1109
C -2.83762 -39.35383 18.53370 0.2817
S -2.57894 -38.99976 20.27924 0.8229
O -3.08999 -40.19357 21.03841 -0.9271
C -0.72725 -38.98734 20.23914 -0.9756
H -2.55221 -40.36953 18.25987 0.6496
H -2.12991 -38.72888 17.98902 1.2944
H -3.81967 -39.04475 18.17572 -0.7502
H -0.30365 -38.92363 21.24144 0.3940
H -0.48451 -38.03331 19.77117 0.2588
H -0.26866 -39.89281 19.84176 0.5877
C -5.66804 -38.90031 19.49410 -0.6959
S -5.33568 -38.93711 17.70285 0.1321
O -6.56970 -38.42091 16.99213 -0.7540
C -4.14451 -37.52900 17.58443 0.3494
H -4.88521 -39.21183 20.18565 0.3114
H -6.54872 -39.47628 19.77829 0.5841
H -5.92568 -37.87231 19.74892 0.1722
H -3.67682 -37.56061 16.60037 -1.2371
H -3.30486 -37.57007 18.27827 -0.4460
H -4.64280 -36.57744 17.76967 0.9589
C 0.69106 -38.77897 16.40966 -1.2739
S 1.27938 -38.38118 14.67219 0.3103
O 1.12971 -39.71098 13.91640 -0.7985
C -0.26309 -37.41363 14.19119 -0.0625
H 1.20182 -38.18007 17.16368 -0.4999
H 1.06943 -39.76308 16.68615 0.5169
H -0.39564 -38.80281 16.49104 0.2442
H -0.96284 -38.22264 13.98152 0.5219
H -0.00760 -36.96269 13.23230 0.5903
H -0.63575 -36.71907 14.94406 -1.2420
C -1.22547 -36.23034 23.36612 -1.6603
S -1.74186 -36.32939 21.58582 1.9087
O -0.63092 -37.15336 20.90503 -0.2477
C -2.99227 -37.61415 22.00084 -2.0290
H -0.23344 -35.81377 23.54058 0.3989
H -1.10201 -37.21950 23.80707 0.4585
H -1.85588 -35.62476 24.01722 0.4446
H -2.59753 -38.54121 22.41659 0.4495
H -3.66009 -37.76971 21.15354 0.3219
H -3.73470 -37.23604 22.70364 0.5013
C 1.70085 -37.22328 19.48630 -0.6340
S 1.50336 -35.35354 19.50673 -0.5872
O 0.74228 -34.99327 18.18884 0.1587
C 0.33269 -35.32560 20.85550 0.6030
H 1.96377 -37.49838 18.46488 0.2952
H 0.70358 -37.64350 19.61664 0.3884
H 2.37096 -37.65507 20.22969 0.5242
H -0.60404 -35.83500 20.62936 -2.5460
H 0.08243 -34.29518 21.10794 -0.4648
H 0.79479 -35.92663 21.63865 1.0083
C -1.34931 -33.26598 22.51081 -1.5256
S -2.64314 -34.14342 21.50602 1.5091
O -4.03667 -34.11474 22.24475 -1.0564
C -2.74372 -32.98575 20.02256 -1.0876
H -1.68442 -32.26552 22.78442 0.4449
H -0.45055 -32.97765 21.96565 0.5309
H -1.11849 -33.82080 23.42021 0.4527
H -2.94866 -31.97867 20.38575 0.5762
H -3.58796 -33.32059 19.41988 0.1314
H -1.79160 -32.94187 19.49374 0.7033
```

The value obtained for the electronic energy is -139571.6058 eV. The charge is -2. For the gap between HOMO and LUMO, the calculation gives 4.661 eV. Its LUMO energy is 0.135 Eh.

---

Density functional theory data (wB97M-V/def2-TZVPD) for 6 unconnected molecules or ions with the total composition C20H55BrN5O5.

Structure (XYZ):
```
86
Properties=species:S:1:pos:R:3:mulliken_charge:R:1
Br 0.53571 0.23460 1.34946 -0.6668
C 2.47291 3.81890 1.29607 -1.1600
C 3.61788 2.82265 0.79939 0.8196
C 4.91521 3.36757 0.32481 -0.9035
O 5.65895 2.19917 -0.05436 -0.2713
C 6.97091 2.52382 -0.69167 -0.7824
N 3.79120 1.75876 1.75445 -0.3089
H 1.79530 3.13733 1.81025 0.3503
H 1.80776 4.18679 0.51483 0.2627
H 2.89641 4.62285 1.89807 0.3612
H 3.16302 2.48378 -0.13141 -0.0784
H 5.48532 3.88953 1.09334 0.3495
H 4.97253 4.03936 -0.53164 0.4266
H 7.56488 1.73483 -1.15297 0.2673
H 7.60740 2.91553 0.10178 0.2847
H 6.78146 3.15913 -1.55688 0.2932
H 2.88883 1.32565 1.61937 -0.2880
H 3.72068 2.20663 2.65696 0.2766
C 3.96584 -1.03875 3.77730 -1.3591
C 3.70345 -1.93398 2.52902 0.4345
C 2.53424 -2.90319 2.69631 -0.6571
O 2.51943 -3.75945 1.53775 -0.2665
C 1.73797 -4.88115 1.70959 -0.8058
N 3.58670 -1.10142 1.37125 -0.3340
H 3.17678 -0.28848 3.82811 0.1661
H 4.84678 -0.39852 3.82349 0.3432
H 3.80417 -1.75668 4.58138 0.4243
H 4.62977 -2.50298 2.44967 0.2848
H 1.54365 -2.45692 2.78401 0.2622
H 2.70325 -3.56046 3.54927 0.4540
H 2.05771 -5.60051 0.95568 0.2637
H 0.68218 -4.62561 1.61968 0.2540
H 1.98781 -5.42661 2.61963 0.3291
H 3.37587 -1.76797 0.64229 0.3861
H 2.61525 -0.82769 1.40924 -0.4478
C -3.91628 1.51013 3.38894 -1.7751
C -3.71429 0.56281 2.23262 0.8159
C -5.07503 0.11291 1.64036 -1.1274
O -4.90165 -0.32630 0.32185 -0.0274
C -6.08991 -0.69275 -0.29684 -0.8386
N -2.89457 1.32454 1.35880 -0.4726
H -4.42908 0.87431 4.11065 0.4486
H -4.58482 2.36470 3.28460 0.4142
H -2.99295 1.81515 3.88139 0.4059
H -3.16967 -0.31410 2.58264 0.2539
H -5.77127 0.94474 1.53345 0.3532
H -5.54314 -0.59161 2.32784 0.3294
H -6.73706 -1.37350 0.25621 0.3422
H -5.85725 -1.28681 -1.18062 0.1041
H -6.60324 0.24682 -0.50130 0.3419
H -3.15349 2.29734 1.44082 0.3315
H -2.01050 1.47866 1.82224 0.1149
C -1.02740 -3.35488 -0.96481 -2.0567
C -1.74749 -2.02219 -1.23958 1.0981
C -3.06895 -2.16166 -2.07795 -0.9562
O -3.53240 -0.81899 -2.34491 -0.0171
C -4.20612 -0.73732 -3.61055 -1.0640
N -2.24554 -1.35488 -0.02456 0.2721
H -0.45874 -3.50022 -0.04634 0.2966
H -0.18719 -3.46715 -1.65005 0.4311
H -1.52913 -4.30301 -1.15822 0.4300
H -0.97764 -1.40790 -1.70656 -0.2185
H -3.71043 -2.77090 -1.44121 0.2707
H -2.95216 -2.75825 -2.98270 0.6203
H -4.93718 0.03781 -3.84044 0.2586
H -4.80715 -1.64148 -3.70731 0.4543
H -3.52255 -0.82712 -4.45481 0.2543
H -1.45849 -0.99603 0.49685 -0.3152
H -2.67521 -2.09368 0.51363 0.2453
C -0.42361 3.26400 -2.24402 -1.8047
C -0.98275 1.91127 -2.52445 0.6548
C 0.02979 1.03084 -3.41482 -0.9045
O -0.67456 -0.22968 -3.65019 0.1029
C 0.01408 -1.05950 -4.53010 -1.0013
N -1.21997 1.21839 -1.27589 0.1272
H -1.07281 3.69959 -1.48447 0.4177
H -0.48380 3.88719 -3.13626 0.5251
H 0.64097 3.36082 -2.03094 0.2278
H -1.98343 2.01917 -2.94290 0.1549
H 0.90101 0.86774 -2.78041 0.4249
H 0.23615 1.56357 -4.34311 0.4277
H 1.06580 -1.27943 -4.34674 0.3221
H -0.05146 -0.56985 -5.50172 0.3677
H -0.53363 -1.99958 -4.59598 0.2349
H -0.65349 0.39329 -1.41156 -0.3259
H -0.43751 1.55645 -0.73406 0.0663
```

The value obtained for the electronic energy is -109357.6477 eV. The charge is -1. For the gap between HOMO and LUMO, the calculation gives 7.621 eV. Its LUMO energy is 0.103 Eh.

---

Density functional theory data (wB97M-V/def2-TZVPD) for 5 unconnected molecules or ions with the total composition C20H55N5O5.

Structure (XYZ):
```
85
Properties=species:S:1:pos:R:3:mulliken_charge:R:1
C -12.75154 30.72274 20.69803 -0.7808
O -11.40573 30.34491 20.66956 -0.3383
C -11.21048 28.95682 21.00849 -0.6470
C -9.71775 28.66187 20.79147 0.4346
C -9.30159 28.87238 19.32569 -1.4134
N -9.45820 27.33334 21.25189 -0.7757
H -12.93963 31.72716 20.31872 0.3423
H -13.13097 30.76973 21.71878 0.3041
H -13.24671 30.09708 19.95544 0.2934
H -11.47254 28.69857 22.03452 0.3414
H -11.71376 28.27107 20.32691 0.3383
H -9.10567 29.36985 21.35024 0.3092
H -9.88188 28.21434 18.67890 0.3233
H -8.29069 28.53736 19.09343 0.3517
H -9.52328 29.88943 19.00233 0.3262
H -8.48789 27.34745 21.53189 0.3021
H -9.82365 27.46620 22.18404 0.2819
C -19.61895 30.69702 21.49906 -0.3695
O -18.46138 30.31983 20.74288 -0.4526
C -18.11466 28.94078 20.85559 -0.5800
C -16.85405 28.54187 20.10022 0.2381
C -16.97322 28.88102 18.60908 -1.3107
N -16.89581 27.04842 20.15969 -0.6042
H -20.51374 30.14736 21.20695 0.2327
H -19.91676 31.74494 21.53470 0.3124
H -19.46654 30.34932 22.52081 0.1664
H -17.91305 28.61575 21.87628 0.2422
H -18.90523 28.29588 20.47190 0.3466
H -15.92019 29.02014 20.39563 0.3051
H -16.18724 28.36763 18.05521 0.4103
H -16.75705 29.94657 18.53182 0.3930
H -17.95433 28.61997 18.21237 0.2387
H -16.08618 26.66292 19.69494 0.3141
H -17.77526 26.74047 19.77002 0.2252
C -20.83531 33.79489 24.12884 -0.6387
O -22.24510 33.69125 23.93747 -0.3571
C -22.51332 33.38165 22.55024 -0.0313
C -23.96248 32.89740 22.20269 0.3092
C -24.39707 31.51623 22.74136 -1.3424
N -23.98496 32.92891 20.75146 -0.6419
H -20.63867 34.80547 23.77083 0.3651
H -20.21423 32.97214 23.77467 0.2135
H -20.87061 33.90317 25.21288 0.2487
H -22.27789 34.38283 22.18925 0.3453
H -21.77698 32.63010 22.26550 -0.3430
H -24.60151 33.69721 22.57692 0.3814
H -25.46615 31.49798 22.95309 0.4070
H -23.98013 31.30468 23.72599 0.3406
H -24.29676 30.58930 22.17670 0.2439
H -24.94664 32.90097 20.44407 0.2437
H -23.38973 32.21158 20.36256 0.2316
C -15.86648 23.22948 16.93425 -0.6408
O -17.06466 23.49679 16.35255 -0.3930
C -17.72530 24.53572 16.84296 -0.6588
C -18.31297 24.36703 18.31890 0.3363
C -19.22010 23.10838 18.37686 -1.5561
N -19.01070 25.58824 18.70031 -0.5426
H -15.18988 24.07371 16.80166 0.2824
H -15.40854 22.32034 16.54454 0.2289
H -16.17416 23.02640 17.96001 0.3124
H -17.05253 25.39306 16.86395 0.3221
H -18.57300 24.74341 16.18999 0.3906
H -17.48798 24.26436 19.02384 0.2103
H -19.65492 22.84599 19.34132 0.4176
H -18.63631 22.36214 17.83796 0.3514
H -20.16328 23.21830 17.84167 0.4149
H -19.44554 26.20540 18.02940 0.2428
H -19.81679 25.23464 19.19556 0.1962
C -23.58816 27.76091 21.88211 -0.9932
O -22.25786 28.15380 22.16803 -0.1479
C -21.77855 27.28452 23.25380 -0.9599
C -20.61621 28.07774 24.10224 1.2762
C -20.27920 27.11582 25.27854 -1.7638
N -21.06916 29.30194 24.55889 -0.5491
H -23.93260 28.32964 21.01839 0.2955
H -24.30978 28.02807 22.65411 0.3801
H -23.63304 26.68976 21.68528 0.3194
H -22.55039 26.85384 23.89167 0.5015
H -21.38903 26.34289 22.86688 0.4459
H -19.74718 28.28167 23.47670 -0.3475
H -19.82225 26.17101 24.98422 0.3660
H -21.11224 26.83734 25.92399 0.3818
H -19.69363 27.60260 26.05844 0.4311
H -21.37945 29.68979 23.67946 0.0599
H -21.91289 29.10532 25.07809 0.3126
```

The value obtained for the electronic energy is -39313.7372 eV. The charge is 0. Its SMILES is COC[C@H](C)N.COC[C@H](C)N.COC[C@H](C)N.COC[C@H](C)N.COC[C@H](C)N. For the gap between HOMO and LUMO, the calculation gives 9.032 eV. Its LUMO energy is 0.019 Eh.